1.
2 unconnected molecules or ions with the total composition C3H10O2, computed with ωB97M-V/def2-TZVPD.

Last column: Löwdin charge in e.
Element x y z (Å)
1 H 0.451 1.915 2.201  0.038
2 H 2.240 -0.791 -0.839  0.073
3 C 1.177 -1.084 -0.812  -0.046
4 C 0.142 0.094 -0.671  -0.460
5 H 0.438 0.879 0.054  0.117
6 H -1.144 -1.045 0.615  0.070
7 H 0.915 -1.550 -1.777  0.081
8 O 0.365 1.184 2.854  -0.090
9 H -2.055 0.225 -0.260  0.073
10 O -0.141 0.723 -1.905  -0.090
11 H -1.595 -1.288 -1.101  0.083
12 H 0.171 1.635 3.707  0.049
13 C -1.268 -0.541 -0.358  -0.073
14 H 1.038 -1.831 -0.012  0.076
15 H -0.736 1.473 -1.695  0.098

Electronic energy: -270.752123 Ha
LUMO: 0.61 eV
Molar mass: 78.11 g/mol
Gap between HOMO and LUMO: 10.403 eV
SMILES: CC(C)O.O
Energy above the lowest of the compared OMol25 structures with the same formula, charge and spin: 12.4 kcal per mole


2.
3 unconnected molecules or ions with the total composition C9H9F3O9, computed with ωB97M-V/def2-TZVPD.

Last column: Löwdin charge in e.
Element x y z (Å)
1 C 2.614 6.455 5.098  -0.053
2 O 1.515 6.377 4.177  0.058
3 O -1.588 -6.009 -4.815  0.115
4 C -1.386 -6.002 -3.571  -0.482
5 H -2.331 -6.902 -0.790  0.157
6 F -0.997 1.160 -4.105  0.123
7 O 0.067 0.239 -2.499  0.188
8 C -2.205 0.077 -2.432  -0.083
9 C 1.529 5.112 3.672  -0.534
10 H -0.834 -0.585 -4.073  0.175
11 C -1.504 -6.682 -1.466  -0.076
12 C -1.299 -5.234 -1.386  -0.364
13 H -2.194 -4.726 -1.028  0.174
14 C 3.578 5.458 4.473  -0.318
15 O -1.857 -6.863 -2.787  0.114
16 H 2.268 6.094 6.067  0.148
17 O -0.847 -4.993 -2.710  0.110
18 H 3.986 5.822 3.529  0.176
19 C -0.969 0.163 -3.292  -0.485
20 H -2.443 -0.961 -2.199  0.138
21 H 3.050 7.454 5.077  0.142
22 O 2.627 4.473 4.095  0.131
23 H -0.517 -7.127 -1.342  0.162
24 O 0.563 4.618 3.113  0.151
25 C -0.393 0.587 -1.247  -0.484
26 F 4.528 5.133 5.362  0.100
27 H -3.112 0.431 -2.922  0.151
28 O -1.715 0.641 -1.304  0.103
29 F -0.348 -4.982 -0.478  0.090
30 O 0.212 0.772 -0.216  0.174

Electronic energy: -1325.050984 Ha
LUMO: 0.37 eV
Molar mass: 318.16 g/mol
Gap between HOMO and LUMO: 11.518 eV
SMILES: O=C1OC[C@@H](F)O1.O=C1OC[C@@H](F)O1.O=C1OC[C@@H](F)O1
Energy above the lowest of the compared OMol25 structures with the same formula, charge and spin: 71.8 kcal per mole


3.
A single CH2ClNOP2 molecule, computed with ωB97M-V/def2-TZVPD.

Last column: Löwdin charge in e.
Element x y z (Å)
1 H 1.354 -2.212 0.055  -0.008
2 C 0.224 0.601 1.131  -0.924
3 P -1.055 0.216 -2.030  0.519
4 O 0.390 0.026 2.144  0.022
5 H -1.599 1.125 -1.282  -0.299
6 N 0.639 -1.785 -0.501  -0.257
7 P 0.125 -0.347 -0.560  0.386
8 Cl -0.079 2.375 1.043  0.560

Electronic energy: -1312.127595 Ha
LUMO: -1.29 eV
Molar mass: 141.43 g/mol
Gap between HOMO and LUMO: 7.677 eV
SMILES: [H]/N=P(=P\[H])\C(=O)Cl
Energy above the lowest of the compared OMol25 structures with the same formula, charge and spin: 28.0 kcal per mole


4.
A gas-phase ion, C31H50N3O6 (charge +1), computed with ωB97M-V/def2-TZVPD.

Last column: Löwdin charge in e.
Element x y z (Å)
1 O 0.702 -3.582 -1.170  -0.171
2 O -0.856 0.937 4.087  -0.118
3 C 3.680 0.937 -0.963  -0.154
4 C 2.038 3.655 0.348  -0.078
5 C -4.968 -0.414 -1.023  -0.162
6 H 3.579 -2.524 -1.632  0.102
7 O 1.450 -1.889 -3.393  -0.057
8 C 6.080 1.408 -0.409  -0.068
9 O -4.555 0.896 -3.024  -0.075
10 N -2.285 -2.922 0.638  0.059
11 H -4.112 0.244 -0.735  0.106
12 H -2.274 -0.780 4.029  0.133
13 H 0.397 0.496 2.688  0.103
14 H 0.370 -4.718 -2.857  0.114
15 H 0.148 -1.500 1.092  0.124
16 H 0.421 -0.550 4.312  0.118
17 H -4.675 2.792 -3.966  0.156
18 H 3.297 6.005 -1.825  0.076
19 H -6.407 1.019 -2.006  0.128
20 H -1.120 -2.648 3.099  0.046
21 C -5.291 -0.306 1.593  -0.086
22 C 4.567 3.408 -0.562  -0.121
23 C -2.882 -3.794 2.976  -0.070
24 H -3.724 -4.370 1.087  0.178
25 H -1.479 -4.853 0.793  0.140
26 H -4.505 -1.395 -1.307  0.116
27 C -1.926 -1.599 0.850  -0.252
28 C -1.791 -3.364 3.612  0.036
29 C 2.206 -1.074 -2.579  -0.260
30 O -4.679 2.913 -1.989  0.105
31 H -0.798 -5.066 -1.300  0.127
32 C -5.641 0.262 -2.269  -0.148
33 H 6.740 2.204 0.011  0.087
34 H 1.055 3.957 -0.103  0.085
35 C -0.076 -0.220 3.381  -0.014
36 C 1.228 -4.214 -2.339  -0.158
37 C -2.315 0.472 1.972  -0.044
38 H -1.258 -3.335 -1.701  0.143
39 H -3.043 1.243 2.289  0.136
40 O -4.427 -2.524 1.480  -0.011
41 H -4.026 -1.296 3.052  0.158
42 H -0.273 -3.616 1.163  0.129
43 C 3.288 4.289 -0.328  -0.510
44 H -5.047 0.769 1.716  0.117
45 H 4.872 3.423 -1.642  0.125
46 C 2.890 4.978 -1.722  -0.061
47 H 5.425 3.897 -0.028  0.115
48 C 1.889 -3.246 -3.422  -0.150
49 H 4.891 2.552 1.989  0.091
50 N -0.662 -1.221 0.555  0.197
51 H -1.487 -3.737 4.613  0.097
52 H 2.297 2.374 -1.920  0.090
53 C -4.062 -1.259 1.939  -0.295
54 N -2.868 -0.687 1.284  0.052
55 C -3.338 -3.423 1.544  -0.268
56 H -0.500 -0.620 -0.251  0.150
57 C 4.001 -0.486 -0.903  -0.011
58 H -1.440 0.942 1.485  0.128
59 H 6.266 1.270 -1.497  0.097
60 C -5.935 -0.642 0.196  -0.169
61 C -1.678 -0.034 3.412  -0.215
62 H 1.038 0.673 -3.272  0.112
63 H 3.000 -3.346 -3.470  0.124
64 C -4.656 2.267 -2.975  -0.352
65 H 1.772 4.956 -1.807  0.074
66 C -0.663 -3.992 -1.014  -0.167
67 H -6.385 -1.665 0.189  0.118
68 C 3.273 -1.466 -1.696  -0.008
69 H 1.986 4.037 1.403  0.084
70 C 2.594 1.316 -1.828  -0.019
71 H 4.825 -0.886 -0.285  0.103
72 C 3.725 5.515 0.591  -0.084
73 H 3.255 4.389 -2.601  0.071
74 H 3.384 1.572 1.769  0.058
75 C 4.431 1.694 1.450  -0.039
76 H 4.973 0.768 1.776  0.080
77 H -6.019 -0.541 -2.945  0.134
78 C 4.581 1.906 -0.117  -0.444
79 H -3.532 -4.513 3.526  0.130
80 H -6.075 -0.567 2.349  0.128
81 C -1.132 -3.834 0.482  -0.101
82 H 2.019 2.551 0.425  0.045
83 H 1.519 -3.659 -4.395  0.133
84 H -6.809 0.048 0.052  0.118
85 H 1.921 -5.019 -2.004  0.135
86 H 4.234 5.190 1.526  0.080
87 C 1.863 0.342 -2.612  0.008
88 H 4.373 6.234 0.028  0.084
89 H 6.321 0.485 0.173  0.070
90 H 2.810 6.108 0.859  0.090

Electronic energy: -1826.440852 Ha
LUMO: -3.44 eV
Molar mass: 560.76 g/mol
Gap between HOMO and LUMO: 6.871 eV
SMILES: C=C[C@H]1O[C@H](CCCCOC=O)N(C[C@H]2CO2)C(N)=[N+]1CCOCCOc1ccc(C(C)(C)CC(C)(C)C)cc1
Net charge: +1


5.
2 unconnected molecules or ions with the total composition H4N2O2S, computed with ωB97M-V/def2-TZVPD.

Last column: Löwdin charge in e.
Element x y z (Å)
1 O 0.343 -1.194 0.280  -0.603
2 H 1.767 0.933 1.043  0.026
3 H -1.872 -1.535 -0.117  0.138
4 H 2.415 1.626 -0.287  0.029
5 O -1.545 0.062 -1.066  -0.223
6 N 1.610 1.081 0.041  -0.260
7 N -1.935 -0.485 0.024  -0.058
8 S 0.975 -0.385 -0.782  0.897
9 H -1.759 -0.104 0.865  0.053

Electronic energy: -660.425799 Ha
LUMO (alpha / beta): 0.52 / -0.35 eV
Molar mass: 96.11 g/mol
Gap between HOMO and LUMO (alpha / beta): 8.662 / 8.380 eV
Energy above the lowest of the compared OMol25 structures with the same formula, charge and spin: 93.3 kcal per mole


6.
2 unconnected molecules or ions with the total composition C2H7NS2, computed with ωB97M-V/def2-TZVPD.

Last column: Löwdin charge in e.
Element x y z (Å)
1 H -1.894 -0.577 -1.012  0.067
2 S 3.186 -0.244 -0.023  -0.116
3 H -2.491 0.735 0.793  0.063
4 N -0.513 -0.066 0.481  -0.086
5 H 3.001 0.097 -2.630  -0.312
6 H -0.139 -1.217 -1.095  0.002
7 H 2.202 -0.437 0.862  -0.334
8 H -1.679 0.022 2.261  0.066
9 S 1.920 0.206 -1.853  -0.106
10 C -0.875 -0.595 -0.604  -0.137
11 H -1.182 1.546 1.508  0.066
12 C -1.537 0.531 1.312  -0.171

<S²>: 0.7539
Electronic energy: -931.474013 Ha
LUMO (alpha / beta): 3.63 / 3.62 eV
Molar mass: 109.22 g/mol
Gap between HOMO and LUMO (alpha / beta): 3.932 / 6.419 eV
Multiplicity: 2
Net charge: -1
Energy above the lowest of the compared OMol25 structures with the same formula, charge and spin: 23.7 kcal per mole